# 1
Entry from OMol25: 9 unconnected molecules or ions with the total composition C31H61ClF9N8O8 (the ωB97M-V functional and the def2-TZVPD basis).

Computed properties:
Total energy = -3616.66456 Ha
Strongest force on any atom = 5.694 eV/Å
Gap between HOMO and LUMO = 4.0 eV
Total charge = -1
HOMO energy = -2.6 eV
Spin multiplicity = 1
Lowest unoccupied orbital energy = 1.447 eV

Cartesian coordinates (Å):
F (5.254, 7.397, -0.907)
C (6.250, 6.300, -0.919)
F (7.264, 6.666, -1.962)
F (7.036, 6.215, 0.369)
C (5.571, 4.797, -1.195)
F (5.047, 4.736, -2.579)
F (6.746, 3.846, -1.161)
C (4.517, 4.335, -0.029)
F (4.260, 5.402, 1.009)
F (5.209, 3.231, 0.738)
C (3.113, 3.689, -0.574)
F (2.375, 3.208, 0.653)
F (3.350, 2.435, -1.382)
C (2.108, 4.739, -1.331)
C (1.330, 5.794, -0.347)
C (0.549, 6.869, -1.363)
Cl (1.891, 8.110, -1.828)
H (1.257, 4.082, -1.851)
H (2.596, 5.364, -2.194)
H (0.493, 5.251, 0.310)
H (2.035, 6.464, 0.317)
H (-0.259, 7.483, -0.780)
C (9.711, 5.251, -3.489)
C (10.936, 5.099, -4.346)
O (11.166, 4.074, -4.983)
N (11.808, 6.146, -4.405)
C (11.715, 7.421, -3.736)
H (9.112, 4.338, -3.542)
H (10.002, 5.415, -2.448)
H (9.103, 6.085, -3.851)
H (12.610, 5.970, -5.002)
H (11.708, 8.204, -4.499)
H (12.599, 7.539, -3.106)
H (10.817, 7.504, -3.122)
C (2.366, -0.274, -0.781)
C (1.779, -1.433, -0.027)
O (0.595, -1.747, -0.128)
N (2.603, -2.147, 0.791)
C (4.009, -1.937, 1.042)
H (1.590, 0.198, -1.390)
H (2.755, 0.469, -0.079)
H (3.162, -0.625, -1.444)
H (2.137, -2.914, 1.266)
H (4.543, -2.847, 0.757)
H (4.140, -1.761, 2.112)
H (4.409, -1.090, 0.482)
C (-1.238, -1.237, 2.274)
C (-2.709, -0.930, 2.266)
O (-3.142, 0.190, 2.002)
N (-3.575, -1.941, 2.563)
C (-3.264, -3.310, 2.896)
H (-0.675, -0.336, 2.019)
H (-0.932, -1.567, 3.271)
H (-1.014, -2.008, 1.532)
H (-4.550, -1.659, 2.538)
H (-3.753, -3.956, 2.163)
H (-3.671, -3.518, 3.888)
H (-2.191, -3.505, 2.895)
C (10.491, 6.100, 4.557)
C (9.508, 5.060, 5.019)
O (9.479, 4.656, 6.179)
N (8.629, 4.561, 4.104)
C (8.507, 4.905, 2.707)
H (11.125, 6.401, 5.395)
H (11.129, 5.687, 3.771)
H (9.957, 6.981, 4.192)
H (7.997, 3.865, 4.487)
H (7.494, 5.280, 2.538)
H (8.657, 3.996, 2.120)
H (9.231, 5.661, 2.400)
C (-7.971, -3.484, 1.585)
C (-7.199, -4.047, 2.745)
O (-6.496, -3.343, 3.466)
N (-7.296, -5.385, 2.988)
C (-8.063, -6.368, 2.261)
H (-7.795, -2.407, 1.517)
H (-7.637, -3.949, 0.654)
H (-9.042, -3.651, 1.733)
H (-6.748, -5.692, 3.785)
H (-8.765, -6.832, 2.957)
H (-7.372, -7.127, 1.886)
H (-8.612, -5.933, 1.425)
C (-8.804, -6.376, -3.010)
C (-8.076, -5.598, -1.948)
O (-8.578, -5.362, -0.851)
N (-6.821, -5.150, -2.233)
C (-6.068, -5.323, -3.452)
H (-9.790, -6.666, -2.639)
H (-8.937, -5.756, -3.900)
H (-8.245, -7.283, -3.256)
H (-6.393, -4.634, -1.470)
H (-5.142, -5.848, -3.206)
H (-5.828, -4.333, -3.846)
H (-6.618, -5.890, -4.204)
C (-6.344, 0.516, -0.214)
C (-7.821, 0.351, -0.440)
O (-8.336, -0.749, -0.622)
N (-8.596, 1.473, -0.438)
C (-8.181, 2.841, -0.244)
H (-5.858, -0.463, -0.243)
H (-5.913, 1.139, -1.003)
H (-6.164, 0.964, 0.767)
H (-9.581, 1.284, -0.597)
H (-8.714, 3.237, 0.624)
H (-8.466, 3.411, -1.132)
H (-7.106, 2.932, -0.083)
C (-5.614, -7.924, -0.129)
C (-5.011, -8.579, -1.339)
O (-5.622, -8.682, -2.400)
N (-3.742, -9.069, -1.236)
C (-2.870, -9.045, -0.086)
H (-6.626, -7.584, -0.363)
H (-5.671, -8.642, 0.694)
H (-5.016, -7.056, 0.163)
H (-3.403, -9.497, -2.091)
H (-1.962, -8.503, -0.362)
H (-2.612, -10.076, 0.166)
H (-3.332, -8.564, 0.777)


# 2
Entry from OMol25: 3 unconnected molecules or ions with the total composition C31H62ClFNO17P4 (the ωB97M-V functional and the def2-TZVPD basis).

Computed properties:
Total energy = -4477.49983 Ha
Strongest force on any atom = 9.384 eV/Å
Gap between HOMO and LUMO = 5.3 eV
Total charge = -1
HOMO energy = -5.6 eV
Spin multiplicity = 1
Lowest unoccupied orbital energy = -0.245 eV

Cartesian coordinates (Å):
C (10.171, 0.280, -0.475)
C (8.729, -0.387, -0.804)
O (7.919, -0.465, 0.153)
O (8.494, -0.778, -2.143)
C (7.246, -1.511, -2.301)
C (5.987, -0.511, -2.549)
C (5.273, -0.766, -3.999)
C (4.045, -1.786, -3.951)
P (2.373, -1.130, -3.337)
C (2.874, 0.678, -2.972)
C (1.519, 1.494, -2.549)
C (1.836, 3.090, -2.569)
O (0.700, 3.904, -2.142)
C (0.337, 3.604, -0.792)
C (1.451, 3.969, 0.335)
O (-0.763, 3.054, -0.532)
P (1.691, -0.733, -5.431)
O (1.426, 0.772, -5.709)
O (1.548, -2.673, -3.603)
C (1.049, -3.122, -2.317)
C (-0.514, -2.957, -1.966)
C (-1.425, -2.411, -3.169)
C (-1.553, -0.785, -3.183)
Cl (-3.160, -3.021, -2.805)
C (2.168, -2.767, -1.197)
C (3.158, -4.038, -1.029)
C (4.365, -3.737, 0.017)
O (4.995, -4.657, 0.602)
F (4.783, -2.400, 0.348)
O (1.737, -2.250, 0.111)
C (1.166, -3.293, 0.894)
N (0.339, -4.035, 1.388)
O (2.886, -1.617, -1.713)
H (11.020, -0.486, -0.461)
H (10.449, 1.062, -1.283)
H (10.168, 0.823, 0.528)
H (7.006, -2.218, -1.416)
H (7.406, -2.221, -3.204)
H (6.415, 0.568, -2.532)
H (5.254, -0.568, -1.675)
H (6.104, -1.293, -4.621)
H (5.079, 0.217, -4.567)
H (4.354, -2.650, -3.240)
H (3.978, -2.285, -4.998)
H (1.126, -0.773, -2.703)
H (3.586, 0.808, -2.083)
H (3.269, 1.249, -3.899)
H (0.640, 1.282, -3.245)
H (1.290, 1.133, -1.470)
H (2.797, 3.349, -1.977)
H (2.012, 3.349, -3.684)
H (2.204, 3.105, 0.401)
H (2.026, 4.873, -0.071)
H (0.970, 4.140, 1.356)
H (0.439, -1.466, -5.572)
H (2.577, -1.324, -6.409)
H (1.140, -4.276, -2.433)
H (-0.917, -3.998, -1.670)
H (-0.634, -2.304, -1.024)
H (-1.166, -2.842, -4.194)
H (-2.627, -0.435, -3.014)
H (-1.200, -0.418, -4.225)
H (-0.918, -0.297, -2.350)
H (3.688, -4.317, -2.020)
H (2.602, -4.997, -0.706)
O (-1.149, 8.292, 5.384)
P (0.187, 7.548, 5.500)
O (1.161, 8.872, 5.288)
C (1.213, 9.853, 6.309)
C (1.933, 9.343, 7.542)
O (0.229, 6.978, 3.944)
C (-0.959, 6.875, 3.168)
C (-1.176, 8.133, 2.345)
O (1.628, 6.633, 5.711)
C (1.683, 5.780, 6.849)
C (0.456, 4.900, 6.992)
H (0.203, 10.192, 6.562)
H (1.756, 10.710, 5.903)
H (1.324, 8.593, 8.059)
H (2.131, 10.155, 8.245)
H (2.881, 8.866, 7.275)
H (-1.822, 6.648, 3.799)
H (-0.834, 6.024, 2.491)
H (-1.138, 9.036, 2.960)
H (-2.142, 8.099, 1.835)
H (-0.387, 8.235, 1.595)
H (1.821, 6.386, 7.751)
H (2.571, 5.152, 6.740)
H (-0.438, 5.500, 7.199)
H (0.583, 4.194, 7.816)
H (0.268, 4.345, 6.070)
O (-8.691, -4.245, 0.104)
P (-8.058, -5.624, -0.113)
O (-6.939, -5.149, -1.237)
C (-5.859, -4.328, -0.819)
C (-4.877, -5.091, 0.046)
O (-9.208, -6.201, -1.161)
C (-10.508, -5.628, -1.210)
C (-10.577, -4.536, -2.263)
O (-7.380, -7.201, -0.233)
C (-7.051, -7.850, 0.989)
C (-8.182, -7.823, 1.999)
H (-6.233, -3.443, -0.295)
H (-5.350, -3.984, -1.723)
H (-5.315, -5.304, 1.028)
H (-3.964, -4.514, 0.206)
H (-4.614, -6.051, -0.409)
H (-10.813, -5.263, -0.225)
H (-11.207, -6.426, -1.478)
H (-9.783, -3.796, -2.139)
H (-11.541, -4.022, -2.225)
H (-10.449, -4.963, -3.261)
H (-6.153, -7.391, 1.415)
H (-6.803, -8.887, 0.749)
H (-8.389, -6.799, 2.333)
H (-7.926, -8.416, 2.880)
H (-9.103, -8.213, 1.560)


# 3
Entry from OMol25: 10 unconnected molecules or ions with the total composition C31H62FIN3O12S4 (the ωB97M-V functional and the def2-TZVPD basis).

Computed properties:
Total energy = -4274.93157 Ha
Strongest force on any atom = 14.305 eV/Å
Gap between HOMO and LUMO = 5.1 eV
Total charge = +1
HOMO energy = -9.7 eV
Energy above the lowest of the compared OMol25 structures with the same formula, charge and spin = 340.29 kJ/mol
Spin multiplicity = 1
Lowest unoccupied orbital energy = -4.612 eV

Cartesian coordinates (Å):
C (8.864, 45.122, 10.577)
C (7.445, 45.251, 11.312)
O (7.407, 45.806, 12.421)
N (6.318, 44.547, 10.689)
H (6.328, 43.998, 9.646)
H (6.096, 43.688, 11.388)
C (5.088, 45.380, 10.888)
H (9.512, 45.927, 10.572)
H (8.730, 45.046, 9.473)
H (9.255, 44.124, 10.824)
H (4.620, 45.256, 11.982)
H (4.099, 44.891, 10.294)
H (4.952, 46.522, 10.586)
C (7.769, 38.944, 14.218)
C (7.139, 40.331, 14.470)
O (6.142, 40.526, 15.240)
N (7.783, 41.461, 13.633)
H (8.488, 41.307, 12.999)
H (7.030, 41.928, 13.030)
C (8.194, 42.544, 14.446)
H (7.663, 38.486, 15.249)
H (8.807, 39.364, 13.969)
H (7.163, 38.524, 13.641)
H (7.524, 42.773, 15.174)
H (8.568, 43.481, 13.998)
H (9.157, 41.968, 14.811)
C (4.082, 41.358, 9.629)
C (5.498, 40.614, 9.465)
O (5.511, 39.437, 9.101)
N (6.831, 41.341, 9.567)
H (6.751, 42.132, 8.921)
H (6.689, 41.831, 10.476)
C (7.921, 40.529, 9.442)
H (4.327, 42.544, 9.910)
H (3.699, 40.977, 10.620)
H (3.362, 41.204, 8.833)
H (8.040, 39.714, 9.990)
H (8.500, 41.348, 9.789)
H (8.208, 40.168, 8.504)
I (11.184, 41.048, 12.463)
O (6.007, 42.272, 11.899)
H (5.158, 41.976, 12.099)
F (8.538, 45.383, 15.378)
C (9.324, 46.472, 15.563)
C (8.807, 47.714, 15.388)
C (9.696, 48.830, 15.583)
C (10.961, 48.726, 16.053)
C (11.494, 47.389, 16.220)
C (10.637, 46.248, 15.960)
H (7.714, 47.853, 15.145)
H (9.316, 49.761, 15.346)
H (11.528, 49.544, 16.161)
H (12.446, 47.229, 16.620)
H (10.894, 45.209, 15.917)
C (4.062, 37.627, 16.879)
C (2.684, 37.734, 16.291)
C (2.014, 38.765, 16.911)
S (2.767, 39.054, 18.461)
O (1.747, 38.776, 19.524)
O (3.415, 40.339, 18.559)
C (3.947, 37.865, 18.299)
H (4.594, 38.430, 16.365)
H (4.632, 36.633, 16.790)
H (2.105, 36.677, 16.357)
H (2.682, 37.880, 15.295)
H (0.987, 38.621, 17.215)
H (2.165, 39.718, 16.404)
H (3.617, 37.009, 18.629)
H (4.755, 38.442, 18.793)
C (10.767, 38.071, 17.310)
C (10.347, 38.316, 18.733)
C (9.826, 39.648, 18.887)
S (10.584, 40.710, 17.743)
O (11.775, 41.370, 18.344)
O (9.563, 41.531, 17.279)
C (11.137, 39.451, 16.694)
H (9.816, 37.825, 16.747)
H (11.510, 37.327, 17.179)
H (11.310, 38.420, 19.213)
H (9.737, 37.696, 19.407)
H (9.624, 39.963, 19.768)
H (8.989, 39.683, 18.634)
H (12.175, 39.406, 16.483)
H (10.488, 39.580, 15.742)
C (3.241, 36.038, 10.445)
C (2.149, 35.802, 11.446)
C (2.748, 35.789, 12.771)
S (3.697, 37.288, 12.680)
O (4.869, 37.172, 13.379)
O (2.884, 38.422, 12.777)
C (4.175, 37.038, 10.983)
H (2.778, 36.579, 9.390)
H (3.799, 35.057, 10.215)
H (1.694, 34.800, 11.162)
H (1.570, 36.600, 11.151)
H (3.422, 34.993, 12.846)
H (1.858, 35.964, 13.557)
H (5.197, 36.845, 10.900)
H (3.859, 37.944, 10.479)
C (5.277, 44.454, 15.920)
C (5.472, 45.832, 15.116)
C (5.207, 46.838, 16.074)
S (4.240, 46.219, 17.458)
O (3.015, 46.917, 17.551)
O (5.119, 46.136, 18.546)
C (4.057, 44.660, 16.760)
H (6.291, 44.054, 16.450)
H (4.985, 43.719, 15.133)
H (4.607, 45.937, 14.217)
H (6.513, 45.821, 14.599)
H (4.727, 47.788, 15.697)
H (5.999, 46.975, 16.584)
H (3.328, 44.872, 16.102)
H (3.760, 43.855, 17.617)


# 4
Entry from OMol25: a molecular structure, C31H62N5Ta (the ωB97M-V functional and the def2-TZVPD basis).

Computed properties:
Total energy = -1548.66019 Ha
Strongest force on any atom = 3.844 eV/Å
Gap between HOMO and LUMO (alpha / beta) = 7.2 / 7.2 eV
Total charge = +2
HOMO energy (alpha / beta) = -12.6 / -12.6 eV
Energy above the lowest of the compared OMol25 structures with the same formula, charge and spin = 0.00 kJ/mol
Spin multiplicity = 1
Lowest unoccupied orbital energy (alpha / beta) = -5.438 / -5.437 eV

Cartesian coordinates (Å):
Ta (-0.010, -0.025, 0.515)
C (-1.482, 0.629, -2.723)
C (-1.893, 1.115, -1.353)
N (-0.800, 1.844, -0.648)
C (-1.216, 2.934, 0.294)
C (-2.324, 2.351, 1.245)
N (-1.792, 1.036, 1.788)
C (-2.906, 0.250, 2.462)
C (-3.577, -0.659, 1.451)
C (-2.808, -1.942, 1.235)
N (-1.471, -1.881, 0.513)
C (-1.622, -2.367, -0.912)
C (-0.393, -2.275, -1.746)
N (0.259, -0.909, -1.680)
C (-0.033, 0.064, -2.727)
H (-1.362, 1.563, -3.322)
H (-3.408, 0.024, -2.830)
H (-2.311, 0.318, -0.748)
H (-2.758, 1.746, -1.313)
H (-0.167, 2.322, -1.306)
H (-1.493, 3.851, -0.232)
H (-0.395, 3.103, 0.923)
H (-3.250, 2.202, 0.687)
H (-2.562, 3.126, 2.041)
H (-1.159, 1.344, 2.527)
H (-3.644, 0.855, 2.973)
H (-2.502, -0.370, 3.234)
H (-3.766, -0.088, 0.519)
H (-4.554, -1.017, 1.790)
H (-3.396, -2.709, 0.688)
H (-2.586, -2.422, 2.174)
H (-0.834, -2.522, 0.969)
H (-2.431, -1.768, -1.360)
H (-1.995, -3.400, -0.802)
H (-0.692, -2.522, -2.813)
H (0.391, -2.951, -1.384)
H (1.239, -1.100, -1.747)
H (0.123, -0.372, -3.724)
H (0.705, 0.831, -2.576)
C (1.108, -0.170, 2.489)
C (1.598, 0.976, 1.739)
C (2.230, 0.395, 0.525)
C (2.121, -1.066, 0.725)
C (1.531, -1.405, 1.958)
C (1.437, -2.751, 2.620)
C (0.560, -2.659, 3.854)
C (0.923, -3.911, 1.732)
C (2.858, -3.172, 3.094)
C (3.260, 1.061, -0.408)
C (2.720, 2.402, -0.954)
C (4.520, 1.260, 0.468)
C (3.572, 0.202, -1.616)
C (1.931, 2.218, 2.668)
C (2.247, 3.574, 1.983)
C (0.761, 2.432, 3.601)
C (3.149, 1.838, 3.604)
H (0.660, -0.082, 3.436)
H (2.665, -1.824, 0.136)
H (-0.538, -2.550, 3.627)
H (0.816, -1.785, 4.433)
H (0.567, -3.537, 4.561)
H (-0.160, -3.910, 1.729)
H (1.138, -4.888, 2.138)
H (1.342, -3.814, 0.716)
H (3.216, -2.284, 3.682)
H (3.560, -3.397, 2.378)
H (2.738, -4.028, 3.777)
H (3.537, 3.176, -0.947)
H (1.893, 2.896, -0.487)
H (2.482, 2.285, -2.022)
H (4.402, 2.116, 1.086)
H (5.355, 1.490, -0.226)
H (4.727, 0.363, 0.961)
H (2.721, 0.091, -2.353)
H (3.934, -0.811, -1.316)
H (4.434, 0.645, -2.072)
H (1.391, 4.033, 1.510)
H (2.964, 3.483, 1.167)
H (2.710, 4.413, 2.598)
H (-0.262, 2.542, 3.048)
H (0.767, 3.432, 4.042)
H (0.627, 1.727, 4.435)
H (4.136, 2.152, 3.222)
H (3.118, 0.774, 3.736)
H (2.979, 2.343, 4.512)
C (-1.733, -1.342, -5.304)
C (-2.737, -0.354, -4.744)
C (-4.072, -1.036, -4.888)
C (-2.751, 1.033, -5.424)
N (-2.517, -0.254, -3.254)
H (-1.930, -1.692, -6.347)
H (-1.844, -2.274, -4.710)
H (-0.732, -0.926, -5.309)
H (-4.218, -1.239, -5.966)
H (-4.882, -0.452, -4.427)
H (-3.961, -2.016, -4.423)
H (-3.051, 0.867, -6.496)
H (-1.726, 1.467, -5.495)
H (-3.418, 1.739, -4.884)


Which value of total charge does entry 4 give? +2


What is the formula in the third record? C31H62FIN3O12S4